Record 1
A cluster of 5 separate species, C3H16NO4 in total at a distorted geometry, computed with wB97M-V/def2-TZVPD.

Output
E in Ha: -478.834146
LUMO energy (alpha / beta) in eV: -6.3 / -14.3
Energy above the lowest of the compared OMol25 structures with the same formula, charge and spin in kcal/mol: 39.5
Highest occupied orbital energy (alpha / beta) in eV: -16.74 / -16.74
Maximum force in eV/Å: 1.93

```
! wB97M-V def2-TZVPD RIJCOSX def2/J DEFGRID3
* xyz 2 2
C -0.29229 3.47110 2.74694
C -1.48209 2.46770 2.83397
C -0.83868 0.17736 2.56272
N -1.23747 1.25170 2.04535
H 0.55599 3.00419 2.23745
H -0.63267 4.37915 2.25974
H 0.09529 3.66837 3.74432
H -1.80709 2.26406 3.84108
H -2.31692 2.97677 2.35162
H -0.66065 -0.67924 1.92069
H -0.76716 -0.05936 3.62438
H -1.38827 1.30448 1.04317
H 0.68517 -5.87493 -4.59394
H 1.89756 -6.12678 -3.67168
O 1.19140 -5.44675 -3.86653
H -1.84757 -2.84143 -2.78979
H -1.67484 -1.80189 -3.93833
O -1.51825 -1.94521 -2.98728
H 1.22813 0.74528 -0.74014
H 0.37198 1.98962 -1.25083
O 0.35998 1.19812 -0.70795
H 3.72717 0.51211 -0.80328
H 2.77945 -0.67278 -1.22705
O 2.89558 0.06076 -0.61502
*
```

Results of the Mulliken charge analysis, in e, for atoms 1 through 5:
1. C -0.9054
2. C -0.4432
3. C -0.1196
4. N 0.0293
5. H 0.3295

Record 2
The molecule CH5O2P at a distorted geometry, computed with wB97M-V/def2-TZVPD.

Output
E in Ha: -532.917567
LUMO energy in eV: 0.7
Energy above the lowest of the compared OMol25 structures with the same formula, charge and spin in kcal/mol: 7.1
Structure (SMILES): CO[PH2]=O
Highest occupied orbital energy in eV: -10.45
Maximum force in eV/Å: 2.71

```
! wB97M-V def2-TZVPD RIJCOSX def2/J DEFGRID3
* xyz 0 1
C 0.78517 1.09136 -0.18816
O 0.47623 -0.26362 -0.72876
P -0.63175 -1.09583 0.03197
O -0.77300 -2.44850 -0.48875
H 0.14806 0.99010 0.75047
H 0.62105 1.97401 -0.85231
H 1.83805 1.14520 0.22883
H -0.59540 -0.90116 1.39706
H -1.86840 -0.49156 -0.15036
*
```

Results of the Mulliken charge analysis, in e, for atoms 1 through 5:
1. C -0.5008
2. O -0.2648
3. P 0.4985
4. O -0.5624
5. H 0.2340

Record 3
A cluster of 2 separate species, C4H12N2O in total at a distorted geometry, computed with wB97M-V/def2-TZVPD.

Output
E in Ha: -344.275190
LUMO energy in eV: 0.7
Energy above the lowest of the compared OMol25 structures with the same formula, charge and spin in kcal/mol: 68.9
Structure (SMILES): N/C=C/CCN.O
Highest occupied orbital energy in eV: -7.94
Maximum force in eV/Å: 2.46

```
! wB97M-V def2-TZVPD RIJCOSX def2/J DEFGRID3
* xyz 0 1
N -0.46043 2.35841 0.53828
C 0.34783 1.20428 0.62946
C 0.25366 0.16527 -0.24467
C -0.07250 -1.26955 0.17044
C 1.08731 -2.10810 0.75688
N 2.33739 -2.31211 -0.05987
H -0.44320 2.86922 1.40932
H -1.34390 1.99027 0.20836
H 1.01631 1.11375 1.50492
H -0.12868 0.39214 -1.23252
H -0.74997 -1.37328 1.02887
H -0.45237 -1.71591 -0.75368
H 1.49914 -1.75774 1.71574
H 0.68099 -3.11353 0.94707
H 2.78077 -1.43218 -0.27606
H 2.07229 -2.86807 -0.86352
O -2.78528 1.84849 -1.48795
H -3.52157 1.26708 -1.67680
H -2.12189 1.21769 -1.15570
*
```

Results of the Mulliken charge analysis, in e, for atoms 1 through 5:
1. N -0.4816
2. C 0.0904
3. C -0.9933
4. C -0.1863
5. C -0.7758